{"formula": "C34H67Br2N2O3PS", "method": "ωB97M-V with the def2-TZVPD basis set", "elements": ["Br", "Br", "S", "P", "O", "O", "O", "N", "N", "C", "C", "C", "C", "C", "C", "C", "C", "C", "C", "C", "C", "C", "C", "C", "C", "C", "C", "C", "C", "C", "C", "C", "C", "C", "C", "C", "C", "C", "C", "C", "C", "C", "C", "H", "H", "H", "H", "H", "H", "H", "H", "H", "H", "H", "H", "H", "H", "H", "H", "H", "H", "H", "H", "H", "H", "H", "H", "H", "H", "H", "H", "H", "H", "H", "H", "H", "H", "H", "H", "H", "H", "H", "H", "H", "H", "H", "H", "H", "H", "H", "H", "H", "H", "H", "H", "H", "H", "H", "H", "H", "H", "H", "H", "H", "H", "H", "H", "H", "H", "H"], "xyz": [[-1.47815, 6.17661, 3.56574], [-0.41546, 3.55178, 5.43135], [-0.85186, 1.43492, -0.68560], [-2.48405, 4.27954, 2.86792], [2.83794, 3.89552, 2.25616], [-2.75388, 4.69698, 1.33700], [1.70597, 1.71778, 4.70690], [0.35806, 0.85259, 0.19154], [-1.52955, 2.41957, 0.36128], [-3.00715, -4.22395, -5.75163], [2.56131, 7.15842, 7.75906], [0.95171, -6.61650, -4.49157], [4.15265, 3.40488, 1.99240], [0.26478, 1.43075, 1.39155], [-0.21192, 2.78911, 3.72734], [2.93140, -4.07043, -2.08885], [4.31293, 1.94342, 2.36391], [-0.82319, 2.35259, 1.49848], [-8.78476, 0.24162, -4.51828], [0.88033, 1.86095, 3.61374], [-2.58403, -5.58742, -5.21288], [1.15325, 1.19773, 2.46939], [3.93652, -4.65621, -1.09956], [3.60582, 5.99474, 5.71429], [2.57959, 6.50739, 4.70673], [2.26846, -2.06751, -0.61523], [5.35107, -4.11177, -1.27590], [3.46531, 0.97915, 1.50916], [-6.72066, -1.91754, -5.44276], [-6.60830, -1.05242, -4.18623], [-1.90719, -5.51532, -3.84553], [3.61488, 8.26139, 7.84311], [0.91528, -2.63059, -0.18968], [3.04701, 5.85232, 7.12873], [-1.05937, 3.09326, 2.70855], [-7.94356, -0.62108, -3.58210], [-0.60700, -4.71052, -3.81485], [4.81762, 7.89071, 8.70618], [2.32555, 0.29048, 2.29119], [-6.92155, -4.15982, -4.24087], [2.72503, -2.55929, -1.98658], [-7.52474, -3.20467, -5.26643], [0.47452, -5.19612, -4.77892], [1.71429, 5.84219, 4.66839], [-1.98628, 4.60230, 0.76125], [3.96631, 5.01192, 5.39101], [-5.71048, -2.17457, -5.77753], [-3.46836, -6.22447, -5.12674], [2.19910, -0.97771, -0.64229], [-0.82344, -3.65924, -4.02618], [-8.55595, -2.97204, -4.98744], [-1.71753, -6.53130, -3.48850], [5.39350, -3.03503, -1.10396], [4.87840, 4.00582, 2.54285], [6.04004, -4.58173, -0.57290], [2.78532, 4.14022, 3.18525], [-2.15118, -3.56532, -5.90578], [-8.24107, 1.14259, -4.80952], [2.22594, 7.50756, 4.95877], [3.95609, -5.74130, -1.23078], [3.80907, 5.39770, 7.76797], [2.19458, 6.94066, 8.76707], [1.74716, -6.90653, -5.17942], [0.14101, -2.36929, -0.91445], [5.36710, 1.67616, 2.28482], [5.35407, 7.03020, 8.30357], [-7.50580, -5.07849, -4.17383], [-6.03151, -1.58608, -3.42551], [1.99646, -0.56583, 1.70490], [3.00912, 6.55489, 3.70446], [-6.89213, -3.71807, -3.24372], [2.71553, -0.04736, 3.24641], [4.50499, 7.64692, 9.72363], [0.12068, -5.12903, -5.81113], [1.69842, 7.53353, 7.20217], [0.61443, -2.22567, 0.77807], [1.98129, -2.26069, -2.73318], [4.10779, 0.17472, 1.15463], [1.32821, -4.51684, -4.70635], [-6.02523, -0.15914, -4.43155], [3.60116, -4.48103, -0.07369], [5.52556, 8.71838, 8.76408], [0.93936, -3.71783, -0.09583], [3.04526, 1.49984, 0.65116], [-1.92683, -6.07861, -5.93550], [3.02181, -2.30818, 0.14222], [3.25796, -4.30646, -3.10706], [1.34409, -6.69547, -3.47515], [3.14472, 9.15700, 8.25690], [4.30190, 3.53752, 0.92296], [2.21202, 5.14464, 7.10841], [-9.05748, -0.29635, -5.42738], [1.50441, 0.89105, 5.15796], [-7.16297, -1.33101, -6.25262], [-8.51925, -1.49867, -3.27613], [-3.69178, -3.73116, -5.05786], [5.71920, -4.30673, -2.28517], [-5.90172, -4.43420, -4.51880], [3.64856, -2.04256, -2.26260], [1.96949, -4.57433, -1.95929], [4.48074, 6.65031, 5.71512], [0.14580, -7.34375, -4.60052], [-2.60551, -5.07219, -3.12824], [4.04740, 1.80825, 3.41362], [-7.58000, -3.71129, -6.23340], [3.95489, 8.53438, 6.84041], [-0.20921, -4.73376, -2.79493], [-3.51759, -4.32750, -6.71030], [-9.71090, 0.55293, -4.03363], [-7.74163, -0.05792, -2.66739]], "forces_ev_per_a": [[0.2, 0.1, -0.1], [-0.2, 0.0, 0.3], [0.2, -0.2, -0.2], [-0.2, -0.2, 0.3], [0.0, 0.0, -0.1], [-0.1, -0.2, 0.0], [0.1, 0.1, 0.0], [-0.2, 0.0, -0.1], [-0.1, 0.3, 0.2], [0.0, -0.1, 0.0], [0.0, 0.0, 0.0], [0.0, 0.0, -0.1], [-0.3, 0.0, 0.3], [0.0, 0.1, -0.1], [0.1, -0.2, 0.2], [0.0, 0.0, 0.0], [-0.2, -0.2, -0.1], [0.0, 0.1, -0.1], [0.0, -0.1, 0.1], [-0.1, 0.0, 0.4], [-0.1, 0.1, 0.0], [0.1, -0.2, 0.0], [0.1, 0.0, -0.1], [-0.1, 0.0, 0.0], [0.2, -0.1, 0.0], [-0.1, 0.0, 0.0], [0.0, 0.0, 0.1], [0.1, -0.2, 0.5], [0.0, 0.0, 0.0], [0.0, 0.0, 0.0], [0.0, 0.0, 0.0], [0.0, 0.0, 0.1], [0.1, 0.0, 0.1], [0.0, 0.0, 0.0], [0.0, 0.3, -0.4], [0.0, 0.1, 0.0], [0.0, 0.0, 0.0], [0.0, 0.0, -0.1], [0.1, 0.3, -0.5], [-0.1, 0.0, 0.0], [0.0, 0.0, 0.0], [0.1, 0.0, 0.0], [0.1, 0.0, 0.1], [-0.1, 0.0, 0.0], [0.0, 0.0, -0.2], [0.0, 0.0, 0.0], [0.0, 0.0, 0.0], [0.0, 0.0, 0.0], [0.0, 0.0, 0.0], [0.0, 0.0, 0.0], [0.0, 0.0, 0.0], [0.0, 0.0, 0.0], [0.0, 0.0, 0.0], [0.2, 0.1, -0.1], [0.0, 0.0, 0.0], [0.0, 0.0, 0.0], [0.0, 0.0, 0.0], [0.0, 0.0, 0.0], [0.0, 0.0, 0.0], [0.0, 0.0, 0.0], [0.0, 0.0, 0.0], [0.0, 0.0, 0.0], [0.0, 0.0, 0.0], [0.0, 0.0, 0.0], [0.1, 0.0, -0.1], [0.0, 0.0, 0.0], [0.0, 0.0, 0.0], [0.0, 0.0, 0.0], [0.0, -0.1, 0.1], [0.0, 0.0, 0.0], [0.0, 0.0, 0.0], [-0.1, -0.1, 0.1], [0.0, 0.0, 0.0], [0.0, 0.0, 0.0], [0.0, 0.0, 0.0], [-0.1, 0.0, 0.0], [0.0, 0.0, 0.0], [0.0, 0.0, -0.3], [0.0, 0.0, 0.0], [0.0, 0.0, 0.0], [0.0, 0.0, 0.0], [0.0, 0.0, 0.0], [0.0, 0.0, 0.0], [0.0, 0.0, -0.2], [0.0, 0.0, 0.0], [0.0, 0.0, 0.0], [0.0, 0.0, 0.0], [0.0, 0.0, 0.0], [0.0, 0.0, 0.0], [0.1, 0.1, -0.1], [0.0, 0.0, 0.0], [0.0, 0.0, 0.0], [0.0, 0.0, 0.1], [0.0, 0.0, 0.0], [0.0, 0.0, 0.0], [0.0, 0.0, 0.0], [0.0, 0.0, 0.0], [0.0, 0.0, 0.0], [0.0, 0.0, 0.0], [0.0, 0.0, 0.0], [0.0, 0.0, 0.0], [0.0, 0.0, 0.0], [0.0, 0.0, 0.0], [0.0, 0.1, 0.1], [0.0, 0.0, 0.0], [0.0, 0.0, 0.0], [0.0, 0.0, 0.0], [0.0, 0.0, 0.0], [0.0, 0.0, 0.0], [0.0, 0.0, 0.0]], "lumo_ev": -0.927, "gap_ha": 0.289}